{"formula": "C30H42Cl4KN3O6SSeSi2", "method": "ωB97M-V/def2-TZVPD", "elements": ["C", "Si", "C", "C", "H", "H", "C", "H", "O", "O", "K", "C", "C", "C", "H", "N", "H", "Cl", "C", "S", "C", "H", "C", "H", "H", "H", "H", "Se", "H", "H", "C", "H", "H", "H", "C", "H", "H", "H", "H", "C", "C", "H", "C", "C", "H", "C", "O", "H", "Si", "C", "N", "C", "C", "H", "H", "N", "H", "H", "H", "C", "C", "C", "H", "H", "C", "H", "C", "Cl", "H", "H", "H", "Cl", "C", "H", "C", "C", "H", "H", "H", "C", "C", "H", "O", "H", "H", "H", "O", "O", "H", "Cl"], "positions_angstrom": [[-5.174, -4.585, 2.568], [-0.694, 1.696, 3.082], [2.425, -0.533, 3.138], [-2.320, 4.735, -0.129], [2.025, 1.673, -4.409], [4.705, 1.039, 3.296], [4.043, 1.120, 4.158], [-1.262, -2.294, -2.262], [-0.847, -3.700, -0.356], [1.436, -3.152, -0.203], [-0.255, -1.558, 0.452], [2.390, 2.601, -3.985], [1.870, 3.064, -2.775], [-0.978, -1.495, -2.946], [-1.598, -0.794, -4.892], [-0.880, -0.244, -2.191], [5.821, -3.361, 2.216], [-1.104, -0.228, 3.658], [3.851, -4.223, 1.945], [3.291, -1.526, 1.899], [-5.061, -2.194, 2.192], [-3.239, -1.614, -1.529], [3.280, -0.184, 4.355], [-0.965, 3.244, 0.609], [-2.048, -2.450, -4.539], [1.986, 2.009, 0.298], [5.833, -5.087, 1.805], [-4.254, -0.652, 1.474], [1.844, 0.528, -0.611], [1.997, -3.334, 2.607], [-1.325, 3.773, -0.262], [2.086, 0.358, 2.605], [-0.886, 3.930, -3.613], [3.990, -0.990, 4.557], [1.251, 1.376, -0.214], [-2.180, 0.476, -0.679], [-0.598, 1.177, -3.771], [1.993, 4.665, -1.345], [2.623, -0.106, 5.225], [3.861, 4.496, -4.158], [3.069, -3.135, 2.675], [-3.578, 6.149, -1.142], [-0.794, 3.462, -1.512], [3.372, 3.306, -4.673], [0.825, 0.276, -3.241], [-3.334, -0.687, -2.100], [0.765, -5.067, -1.426], [3.773, -4.051, 0.869], [0.536, 2.161, -1.760], [-0.086, 0.767, -2.878], [-6.302, -4.538, 3.287], [-6.802, -3.309, 3.457], [-2.202, 0.268, -1.753], [-2.647, 5.627, -3.379], [3.344, -5.173, 2.128], [0.245, 0.844, 0.707], [4.629, 5.047, -4.689], [1.529, -1.095, 3.403], [-4.272, -0.248, -1.759], [-1.976, -1.451, -4.102], [-3.354, -0.958, -3.603], [-2.797, 5.405, -1.246], [3.755, 2.922, -5.611], [-3.622, -0.029, -4.116], [-2.277, 5.110, -2.501], [-4.136, -1.683, -3.844], [3.363, 4.978, -2.954], [0.179, 2.631, 4.715], [3.740, 5.906, -2.542], [-2.405, 1.227, -2.251], [-7.718, -3.248, 4.041], [0.491, -4.263, -0.270], [2.380, 4.269, -2.279], [-4.747, -5.574, 2.420], [5.312, -4.312, 2.372], [-4.538, -3.487, 2.020], [-6.717, -1.195, 3.141], [3.350, 1.946, 3.986], [4.649, 1.361, 5.035], [-6.244, -2.150, 2.952], [-1.286, 4.148, -2.626], [0.023, -1.748, -3.304], [0.325, 1.853, 1.872], [5.391, -4.567, 3.433], [-3.626, -3.623, 1.451], [-2.730, 4.946, 0.851], [0.607, -5.043, 0.937], [4.753, -1.181, 1.986], [3.357, -3.059, 3.728], [-2.505, 2.609, 2.826]], "atomic_forces_ev_per_a": [[0.0, 0.0, 0.0], [-0.1, -0.1, 0.1], [0.0, 0.0, 0.0], [0.0, 0.0, 0.0], [0.0, 0.0, 0.0], [0.0, 0.0, 0.0], [0.0, 0.0, 0.0], [0.0, 0.0, 0.0], [0.0, -1.2, -0.3], [0.3, -0.7, -0.3], [-0.9, 1.6, 0.6], [0.0, 0.0, 0.0], [0.0, 0.0, 0.0], [0.0, 0.0, 0.0], [0.0, 0.0, 0.0], [0.0, -0.1, 0.0], [0.0, 0.0, 0.0], [0.1, 0.1, 0.0], [0.0, 0.0, 0.0], [0.3, 0.2, -0.3], [0.0, -0.1, 0.0], [0.0, 0.0, 0.0], [0.0, 0.0, 0.0], [0.0, 0.0, 0.0], [0.0, 0.0, 0.0], [0.0, 0.0, 0.0], [0.0, 0.0, 0.0], [0.0, -0.1, 0.0], [0.1, 0.0, 0.1], [0.0, 0.0, 0.0], [0.0, 0.0, 0.0], [0.0, 0.0, 0.0], [0.0, 0.0, 0.0], [0.0, 0.0, 0.0], [0.0, -0.2, 0.1], [0.0, 0.0, 0.0], [0.0, 0.0, 0.0], [0.0, 0.0, 0.0], [0.0, 0.0, 0.0], [0.0, 0.0, 0.0], [0.0, -0.1, 0.1], [0.0, 0.0, 0.0], [0.0, 0.1, 0.0], [0.0, 0.0, 0.0], [0.0, 0.0, 0.0], [0.0, 0.0, 0.0], [0.0, 0.1, 0.1], [0.0, 0.0, 0.0], [0.0, 0.0, -0.1], [0.0, -0.1, 0.0], [0.0, 0.0, 0.0], [0.0, 0.0, 0.0], [0.0, 0.0, 0.0], [0.0, 0.0, 0.0], [0.0, 0.0, 0.0], [0.2, 0.8, 0.3], [0.0, 0.0, 0.0], [0.0, 0.0, 0.0], [0.0, 0.0, 0.0], [0.0, 0.1, 0.0], [0.0, 0.0, 0.0], [0.0, 0.0, 0.0], [0.0, 0.0, 0.0], [0.0, 0.0, 0.0], [0.0, 0.0, 0.0], [0.0, 0.0, 0.0], [0.0, 0.0, 0.0], [0.0, 0.0, -0.1], [0.0, 0.0, 0.0], [0.0, 0.0, 0.0], [0.0, 0.0, 0.0], [0.2, -0.6, -0.1], [0.0, 0.0, 0.0], [0.0, 0.0, 0.0], [0.0, 0.0, 0.0], [0.1, 0.0, 0.0], [0.0, 0.0, 0.0], [0.0, 0.0, 0.0], [0.0, 0.0, 0.0], [0.0, 0.1, 0.0], [0.0, 0.0, 0.0], [0.0, 0.0, 0.0], [0.1, 0.1, 0.0], [0.0, 0.0, 0.0], [0.0, 0.0, 0.0], [0.0, 0.0, 0.0], [0.0, 0.1, -0.1], [-0.1, -0.1, 0.1], [0.0, 0.0, 0.0], [0.0, 0.0, 0.0]], "mulliken_charge": [-0.352, 0.387, 0.223, -0.564, 0.267, 0.299, -1.257, 0.144, -0.709, -0.711, 0.714, -0.167, 0.352, -0.564, 0.252, 0.600, 0.278, -0.225, -0.372, 0.590, 0.048, 0.201, -0.423, 0.007, 0.484, 0.531, 0.408, -0.393, 0.250, 0.359, 0.491, -0.233, 0.314, 0.212, -1.122, -0.155, 0.327, 0.338, 0.394, -0.416, -0.868, 0.354, 0.278, -0.698, 0.583, -0.912, -0.739, 0.217, -0.564, -1.039, -0.678, -0.246, 0.100, 0.375, 0.393, 0.507, 0.349, 0.212, 0.506, -0.834, -0.714, -0.437, 0.379, 0.296, -0.660, 0.366, -0.691, -0.366, 0.386, 0.029, 0.311, 1.846, -0.179, 0.335, -1.313, -0.278, 0.308, 0.238, 0.427, -0.375, -0.260, 0.560, -0.344, 0.309, 0.431, 0.365, -0.685, -0.731, 0.586, -0.242], "total_energy_ev": -206898.437, "total_charge": -2, "gap_ev": 5.534, "lumo_ev": 3.9, "homo_energy_ev": -1.6, "spin_multiplicity": 1}

---

{"formula": "C4H7Cl2NO", "method": "ωB97M-V/def2-TZVPD", "elements": ["H", "C", "H", "O", "Cl", "N", "H", "H", "H", "Cl", "H", "C", "C", "C", "H"], "positions_angstrom": [[-1.248, -1.228, 1.021], [-0.342, -1.389, 0.494], [0.247, -1.976, 1.121], [-2.490, 0.534, -1.896], [1.182, -0.791, -1.596], [-1.317, 0.393, -1.760], [2.060, -0.279, 1.365], [-0.192, 1.881, -0.943], [1.018, 1.082, 1.568], [-1.763, 1.439, 0.886], [2.226, 1.018, 0.034], [-0.694, 0.931, -0.534], [0.429, -0.156, -0.109], [1.477, 0.459, 0.730], [-0.593, -1.918, -0.382]], "atomic_forces_ev_per_a": [[-0.8, 0.9, 0.5], [0.4, 1.5, -1.1], [1.4, -1.0, 0.8], [0.0, 0.0, 0.3], [0.7, 0.1, -0.3], [-0.9, 0.4, 0.0], [-0.5, 0.4, -1.3], [-0.6, -1.3, 0.7], [0.5, -0.2, -1.4], [0.8, -0.5, -1.4], [-1.4, -0.6, 1.6], [1.6, 0.6, 0.1], [-2.7, -0.3, 0.4], [2.0, 1.1, 1.7], [-0.5, -1.2, -0.7]], "nbo_charge": [0.229, -0.638, 0.221, -0.235, -0.027, 0.146, 0.234, 0.253, 0.240, -0.061, 0.237, -0.147, -0.018, -0.660, 0.225], "total_energy_ev": -32841.020, "total_charge": 0, "gap_ev": 9.087, "lumo_ev": -0.4, "smiles": "CC(C)(Cl)[C@H](Cl)N=O", "homo_energy_ev": -9.4, "spin_multiplicity": 1}

---

{"formula": "H7N4OP", "method": "ωB97M-V/def2-TZVPD", "elements": ["N", "N", "P", "H", "H", "H", "H", "H", "N", "H", "N", "H", "O"], "positions_angstrom": [[1.346, 0.137, 0.709], [2.397, 1.096, 0.634], [-0.255, 0.202, 1.156], [2.405, 1.580, -0.258], [-3.092, 0.106, -0.279], [-0.720, 0.056, -2.032], [0.237, -1.931, 1.460], [2.251, 1.860, 1.273], [-2.159, 0.474, -0.699], [1.593, -0.721, 0.201], [-1.743, -0.210, -1.770], [-1.711, -1.220, -1.574], [-0.548, -1.429, 1.180]], "atomic_forces_ev_per_a": [[1.1, -1.1, -1.3], [-0.1, 0.1, -0.2], [-1.8, 0.9, 0.7], [-0.3, -0.3, -0.3], [2.2, 0.1, -1.2], [-2.5, -0.3, 0.6], [-0.3, 0.0, 0.1], [-0.3, -0.2, 0.8], [-1.1, 1.5, 2.1], [0.3, 0.6, 0.2], [2.2, -1.5, -0.9], [-0.1, 0.2, -0.5], [0.7, 0.0, -0.2]], "nbo_charge": [-0.827, -0.636, 1.044, 0.340, 0.327, 0.339, 0.486, 0.355, -0.525, 0.372, -0.603, 0.328, -0.999], "total_energy_ev": -17406.194, "total_charge": 0, "gap_ev": [8.167, 6.758], "lumo_ev": [0.7, 0.7], "homo_energy_ev": [-7.4, -6.1], "spin_multiplicity": 1}

---

{"formula": "C25H48BrMnN2S2SbSi3", "method": "ωB97M-V/def2-TZVPD", "elements": ["Br", "C", "C", "H", "H", "H", "Sb", "H", "H", "C", "C", "H", "H", "H", "Mn", "H", "C", "C", "C", "C", "C", "N", "C", "N", "C", "Si", "H", "C", "H", "C", "H", "H", "H", "H", "H", "C", "H", "C", "S", "H", "H", "C", "H", "C", "H", "C", "H", "H", "H", "H", "H", "H", "H", "C", "H", "Si", "H", "H", "H", "H", "C", "H", "C", "Si", "H", "H", "H", "C", "S", "H", "H", "H", "H", "H", "H", "C", "C", "H", "H", "H", "C", "H", "H"], "positions_angstrom": [[0.266, 2.216, 3.096], [-1.248, -2.068, 5.232], [-3.067, 0.484, -2.931], [-5.258, 6.651, -0.364], [3.582, -4.428, 2.094], [-5.001, 4.367, 0.404], [0.111, -0.553, -1.179], [-2.151, -2.592, 5.536], [-3.647, 6.798, -0.769], [0.913, 2.939, -0.634], [0.017, 2.364, -3.593], [0.833, -4.636, -1.948], [0.496, 3.231, -4.011], [2.689, 0.839, -3.584], [0.655, -0.606, 1.703], [-2.223, 4.543, -0.884], [3.407, -1.831, 0.951], [4.880, -2.121, 0.884], [2.086, 1.629, 5.320], [3.215, -2.295, -2.840], [-0.171, -0.758, 3.549], [-4.455, 6.118, -0.739], [1.078, 1.196, 4.488], [-2.802, 2.737, -0.070], [2.946, -4.300, 1.215], [1.295, -2.246, -2.909], [-0.082, -1.041, -4.790], [-3.391, -0.740, -0.062], [2.686, 2.512, 5.069], [-4.080, 4.906, 0.102], [-3.859, -2.680, -2.631], [3.325, 0.761, -1.901], [5.221, -2.570, 1.834], [-4.165, 0.490, -2.864], [-0.363, -4.208, -3.183], [2.762, 1.335, -2.605], [-1.861, -1.960, 3.161], [0.719, -0.771, 5.814], [2.813, -0.209, 1.037], [3.300, 2.269, -2.761], [1.928, -0.861, 7.658], [0.850, -1.557, -4.650], [0.899, -2.376, -5.347], [2.510, -2.892, 0.963], [-2.888, 0.220, -3.995], [0.700, -4.109, -2.902], [-4.688, 5.816, -1.726], [-3.625, 5.364, 0.999], [1.292, -4.603, -3.706], [3.206, 1.052, 7.068], [-2.398, 2.885, 0.840], [1.898, 3.298, -0.258], [3.703, -1.633, -2.177], [2.341, 0.844, 6.478], [-3.648, 3.790, -1.650], [-2.477, -0.890, -1.808], [3.655, -2.247, -3.828], [3.424, -3.293, -2.491], [3.538, -4.781, 0.370], [-2.279, -2.906, -3.390], [-0.341, -1.650, 6.172], [-0.973, 2.716, -3.298], [-1.162, -1.593, 3.903], [0.979, 1.730, -2.085], [-4.380, -0.280, -0.160], [-3.542, -1.727, 0.333], [-0.079, 1.545, -4.334], [0.573, -0.116, 4.572], [0.794, -2.677, 0.779], [-2.887, -0.211, 0.760], [5.414, -1.250, 0.597], [-3.572, 2.058, -0.044], [1.640, -0.832, -4.947], [0.306, 3.833, -0.948], [-0.227, -2.120, 7.142], [-2.773, -2.661, -2.427], [1.615, -0.285, 6.774], [2.157, -5.029, 1.329], [-2.701, 1.461, -2.729], [-2.521, -3.485, -1.726], [-3.156, 3.980, -0.667], [0.323, 2.551, 0.204], [5.101, -2.850, 0.110]], "atomic_forces_ev_per_a": [[0.6, 0.7, -0.1], [-0.9, 0.9, 1.0], [-1.4, -1.5, -1.2], [0.4, -0.4, -0.1], [0.1, 0.3, 0.1], [0.4, 0.5, -0.3], [-0.7, 0.3, -0.7], [0.3, -0.4, 0.1], [-0.9, -0.9, -0.2], [-0.5, 1.2, -0.1], [0.0, -0.3, 0.3], [0.2, 0.3, -0.2], [0.4, 0.4, -0.6], [0.2, -0.1, 0.3], [-0.5, 0.6, -0.5], [-0.3, -0.2, 0.0], [-1.6, -2.6, -0.2], [-0.6, -0.7, 0.5], [-0.4, 0.2, 0.0], [-1.3, -0.9, -0.4], [-0.4, 1.9, -0.6], [0.3, 0.5, -1.1], [0.9, -0.7, -0.3], [-0.8, -0.2, 0.1], [1.4, -1.4, -1.2], [-0.3, 0.1, -0.1], [-0.6, 0.1, 0.2], [0.3, 0.5, -0.8], [-0.5, -0.2, 0.4], [-0.6, 0.1, 1.3], [0.2, -0.4, 0.1], [0.1, -0.5, 0.5], [0.2, 0.4, -0.2], [0.0, 0.2, 0.0], [0.4, 0.2, 0.1], [-0.9, 0.9, -0.8], [0.1, -0.3, -0.1], [-1.4, 0.6, 0.5], [1.3, 1.4, -0.4], [0.1, 0.2, -0.1], [-0.7, 0.2, -0.3], [1.2, 0.4, 0.5], [0.0, -0.4, -0.5], [1.5, 1.1, 0.2], [0.2, 0.3, 0.5], [0.0, 0.7, -0.3], [0.3, 0.5, 1.2], [-0.1, -0.5, -0.3], [-0.2, 0.2, 0.5], [0.3, 0.5, 0.4], [0.2, -0.4, 0.3], [-0.7, -0.4, -0.3], [0.4, 0.9, 0.7], [0.3, -0.3, -0.7], [0.3, 0.0, 0.4], [1.7, 0.0, 1.7], [0.0, 0.3, -0.3], [0.2, -0.5, 0.3], [-0.3, 0.8, 0.6], [-0.2, 0.4, 0.5], [0.9, -1.6, -0.5], [-0.1, -0.3, 0.0], [-0.2, -1.1, 0.5], [0.1, -1.1, 0.0], [-0.1, -0.1, -0.1], [-0.2, -0.7, 0.1], [0.0, 0.6, 0.3], [-0.2, -0.3, 0.8], [-0.4, -2.1, 0.2], [0.3, 0.1, -0.5], [0.6, 0.9, 0.2], [0.6, 0.4, 0.1], [-0.4, -0.4, 0.2], [0.6, -0.4, 0.1], [-0.5, 0.1, 0.1], [-0.5, 0.0, -0.6], [1.4, 0.2, 0.0], [-0.7, 0.3, 0.2], [0.5, 0.7, 0.3], [-0.1, 0.8, -0.2], [0.5, 0.6, -1.4], [0.4, -0.3, 0.0], [-0.1, -0.3, -0.2]], "lowdin_spin": [0.046, 0.001, 0.003, 0.000, 0.000, 0.000, 0.031, 0.000, 0.000, 0.002, 0.004, 0.001, 0.001, 0.000, 4.465, 0.000, 0.020, 0.001, 0.006, 0.000, 0.025, 0.000, 0.006, 0.000, 0.006, 0.002, 0.000, 0.001, 0.001, 0.000, 0.000, 0.002, 0.000, 0.001, 0.000, 0.002, 0.004, 0.003, 0.101, 0.000, 0.000, 0.002, 0.000, 0.032, 0.000, 0.002, 0.000, 0.000, 0.000, 0.000, 0.000, 0.000, 0.000, 0.000, 0.000, 0.007, 0.000, 0.000, 0.001, 0.000, 0.021, 0.000, 0.033, 0.009, 0.000, 0.000, 0.000, 0.019, 0.124, 0.002, 0.001, 0.000, 0.000, 0.000, 0.001, 0.001, 0.005, 0.002, 0.000, 0.000, 0.000, 0.001, 0.001], "total_energy_ev": -182885.030, "total_charge": 0, "gap_ev": [1.878, 2.214], "lumo_ev": [-2.4, -2.4], "s2": 8.776, "homo_energy_ev": [-4.2, -4.6], "spin_multiplicity": 6}